*one*
Here is one molecule with the formula C6H10O from OMol25. Energies are from ωB97M-V with the def2-TZVPD basis set.

XYZ file:
```
17
Properties=species:S:1:pos:R:3:mulliken_charge:R:1
C 1.9558 -0.5381 0.3150 -1.49
C 0.5599 0.0666 0.3877 0.48
C 0.0946 1.2142 -0.5398 -0.85
C -1.3820 1.2380 -0.1863 -0.12
C -1.7813 0.0591 0.2955 -0.72
C -0.6242 -0.9196 0.2898 -0.17
O -0.6217 -1.7317 -0.8855 -0.57
H 2.1785 -1.1224 -0.5835 0.30
H 2.7184 0.2402 0.4277 0.38
H 2.0677 -1.2091 1.1762 0.37
H 0.4702 0.4944 1.3976 0.15
H 0.2227 0.9775 -1.6107 0.26
H 0.6052 2.1669 -0.3540 0.36
H -2.0007 2.1274 -0.2780 0.41
H -2.7853 -0.1981 0.6195 0.40
H -0.6237 -1.6319 1.1219 0.43
H -1.0542 -1.2332 -1.5930 0.38
```

Properties
Structure (SMILES): C[C@H]1CC=C[C@H]1O
Lowest unoccupied orbital energy in Ha: 0.036

---

*two*
Here is C6H10O as an isolated structure from OMol25. Energies are from ωB97M-V with the def2-TZVPD basis set.

XYZ file:
```
17
Properties=species:S:1:pos:R:3:mulliken_charge:R:1
C -1.1288 -1.3001 0.9435 -1.37
C -0.2348 -0.0568 0.9222 0.10
C 1.3652 -0.0529 0.5966 -1.06
C 1.0706 1.0496 -0.4206 0.39
O 1.0457 0.5204 -1.7412 -0.47
C -0.3702 0.2942 -1.6480 -0.54
C -0.4490 0.9321 -0.2379 -0.21
H -2.2145 -1.0944 0.9895 0.29
H -0.8971 -1.9420 1.7947 0.39
H -0.9798 -1.8798 0.0244 0.32
H 0.0499 0.3509 1.8729 0.33
H 2.0662 0.2753 1.3971 0.31
H 1.7475 -0.9800 0.1814 0.28
H 1.5733 2.0140 -0.3203 0.38
H -0.6299 -0.7698 -1.7366 0.20
H -0.8901 0.8459 -2.4399 0.26
H -1.1242 1.7936 -0.1778 0.39
```

Properties
Lowest unoccupied orbital energy in Ha: 0.040

---

Energetically preferred structure: *one* | next structure: +0.0684 hartree

---

*one*
Here is C6H10O as an isolated structure from OMol25. Energies are from ωB97M-V with the def2-TZVPD basis set.

XYZ file:
```
17
Properties=species:S:1:pos:R:3:mulliken_charge:R:1
C 0.7723 2.0214 0.5118 -1.39
C -0.2298 0.9926 -0.0052 0.37
O 0.3404 0.3951 -1.1880 -0.45
C -0.3071 -0.8253 -1.4500 -0.53
C -0.6181 -1.4499 -0.1078 -0.13
C 0.4165 -1.2148 0.9320 -0.69
C -0.5732 -0.0922 1.0175 -0.29
H 1.0225 2.7256 -0.2895 0.36
H 1.6985 1.5400 0.8438 0.29
H 0.3542 2.5861 1.3514 0.38
H -1.1609 1.5079 -0.2799 0.30
H -1.2161 -0.6892 -2.0619 0.32
H 0.3876 -1.4591 -2.0097 0.32
H -1.1608 -2.4011 -0.0724 0.46
H 1.3901 -1.0174 0.4908 0.23
H 0.4404 -1.9013 1.7721 0.28
H -1.5563 -0.7182 0.5449 0.17
```

Properties
Lowest unoccupied orbital energy in Ha: 0.038

---

*two*
Here is one molecule with the formula C6H10O from OMol25. Energies are from ωB97M-V with the def2-TZVPD basis set.

XYZ file:
```
17
Properties=species:S:1:pos:R:3:mulliken_charge:R:1
C -2.2620 0.2448 0.1908 -1.48
C -0.7629 0.1549 0.4123 0.49
C -0.1203 -1.0712 -0.2477 -0.82
C 1.4160 -0.9439 -0.2313 -0.27
C 1.9308 0.3965 0.1808 -0.51
C 1.1519 1.4566 -0.0183 -0.37
O -0.2057 1.3477 -0.1439 -0.37
H -2.7750 -0.6165 0.6316 0.39
H -2.4794 0.2689 -0.8822 0.34
H -2.6641 1.1572 0.6420 0.35
H -0.5383 0.1429 1.4923 0.29
H -0.4767 -1.1155 -1.2817 0.33
H -0.4912 -1.9871 0.2399 0.39
H 1.9231 -1.8181 0.2191 0.33
H 1.8379 -0.5216 -1.2126 0.16
H 3.0086 0.4518 0.2612 0.38
H 1.5072 2.4526 -0.2520 0.37
```

Properties
Structure (SMILES): C[C@H]1CCC=CO1
Lowest unoccupied orbital energy in Ha: 0.041

---

Energetically preferred structure: *two* | next structure: +0.0730 hartree

---

*one*
Here is a 3-piece molecular cluster, C6H10O overall from OMol25. Energies are from ωB97M-V with the def2-TZVPD basis set.

XYZ file:
```
17
Properties=species:S:1:pos:R:3:mulliken_charge:R:1
C 2.1053 0.2363 0.3961 -1.54
C 0.6392 -0.0645 0.2866 0.90
C -0.0170 -1.2444 0.6172 -0.60
C -1.3543 -1.1724 0.1741 -0.51
C -1.6796 0.3040 0.0778 -0.61
C -0.3122 0.7686 -0.3523 0.00
O -0.1197 2.0678 -0.7064 -0.52
H 2.2990 1.0691 1.0853 0.33
H 2.5422 0.4999 -0.5762 0.36
H 2.6531 -0.6328 0.7712 0.35
H 0.4781 -2.1430 0.9740 0.39
H -2.1057 -1.9308 0.3745 0.41
H -1.0224 -1.0392 -1.2919 0.01
H -2.4857 0.5691 -0.6104 0.31
H -1.8837 0.7062 1.0760 0.25
H -0.5657 -0.2458 -1.5909 0.11
H 0.8291 2.2520 -0.7046 0.35
```

Properties
Lowest unoccupied orbital energy in Ha: 0.030

---

*two*
Here is a 2-piece molecular cluster, C6H10O overall from OMol25. Energies are from ωB97M-V with the def2-TZVPD basis set.

XYZ file:
```
17
Properties=species:S:1:pos:R:3:mulliken_charge:R:1
C 0.4366 -1.6100 0.5709 -0.90
C 1.2327 -1.1365 -0.3904 0.08
C 1.9171 0.1698 -0.4028 -0.03
C 2.1885 0.9313 0.6577 -0.76
H -0.0270 -2.5888 0.4823 0.25
H 0.2170 -1.0452 1.4753 0.26
H 1.3820 -1.7477 -1.2799 0.28
H 2.2170 0.5256 -1.3866 0.29
H 1.9403 0.6298 1.6730 0.28
H 2.6772 1.8943 0.5390 0.25
C -2.5879 0.2410 -0.2539 -0.95
C -1.2814 0.9857 -0.3186 0.25
O -0.8120 1.4373 -1.3351 -0.50
H -2.4849 -0.6629 0.3566 0.26
H -2.9172 -0.0164 -1.2627 0.29
H -3.3437 0.8769 0.2237 0.31
H -0.7543 1.1159 0.6515 0.34
```

Properties
Structure (SMILES): C=CC=C.CC=O
Lowest unoccupied orbital energy in Ha: 0.029

---

Energetically preferred structure: *two* | next structure: +0.0464 hartree